DFT (ωB97M-V/def2-TZVPD) results for 2 unconnected molecules or ions with the total composition C7H13OS2 in a non-equilibrium geometry.

Computed properties:
* HOMO: -3.83 eV
* calculated total energy: -31187.280 eV
* energy relative to the best compared isomer or geometry (same formula, charge and spin): 1.442 eV
* total charge: -1
* gap between HOMO and LUMO: 7.0 eV

CARTESIAN COORDINATES (ANGSTROEM)
C 0.463 -4.146 1.136
C -2.215 2.262 -0.142
C 0.987 1.908 -0.889
C 1.149 -1.198 -0.858
C -1.144 1.377 0.506
C -0.088 0.870 -0.563
C 0.623 -0.298 -0.072
O 0.289 -3.188 1.948
S 1.815 -4.555 0.267
S 1.005 -0.191 1.608
H -1.863 2.558 -1.147
H -2.207 3.192 0.480
H -3.342 1.897 -0.076
H 1.588 1.483 -1.736
H 1.759 1.865 -0.049
H 0.512 2.864 -1.025
H 1.747 -2.143 -0.588
H -0.438 -4.627 0.801
H 0.795 -1.225 -1.902
H -0.316 1.762 1.121
H -1.438 0.451 1.027
H -0.633 0.650 -1.454
H 0.951 -1.568 1.607

DFT (ωB97M-V/def2-TZVPD) results for 2 unconnected molecules or ions with the total composition C7H14 in a non-equilibrium geometry.

Computed properties:
* HOMO: -9.25 eV
* calculated total energy: -7480.339 eV
* energy relative to the best compared isomer or geometry (same formula, charge and spin): 5.956 eV
* total charge: 0
* gap between HOMO and LUMO: 10.2 eV

CARTESIAN COORDINATES (ANGSTROEM)
C -1.529 -0.612 0.037
C -0.364 0.390 0.185
C 0.323 0.638 -1.171
C 0.750 -0.111 1.076
C -0.937 1.785 0.555
H -2.423 -0.001 -0.487
H -1.218 -1.471 -0.708
H -2.008 -1.074 1.017
H 1.059 1.416 -1.151
H 0.964 -0.164 -1.788
H -0.392 1.150 -1.887
H 1.653 0.551 0.933
H 1.071 -1.071 0.806
H 0.442 -0.182 2.124
H -1.283 1.699 1.620
H -0.191 2.505 0.769
H -1.718 2.285 -0.142
C 1.902 -1.564 -0.626
C 0.971 -2.336 -0.435
H 2.732 -0.864 -0.950
H 0.197 -2.969 0.224

DFT (ωB97M-V/def2-TZVPD) results for a molecular structure, C7H14 in a non-equilibrium geometry.

Computed properties:
* HOMO: -5.66 eV
* calculated total energy: -7480.306 eV
* energy relative to the best compared isomer or geometry (same formula, charge and spin): 5.989 eV
* total charge: 0
* gap between HOMO and LUMO: 6.2 eV

CARTESIAN COORDINATES (ANGSTROEM)
C 0.014 -2.670 -0.997
C -0.935 -1.410 -1.220
C -0.177 -0.124 -1.379
C 0.063 0.770 -0.271
C 0.932 0.516 0.840
C 0.990 1.207 2.160
C -0.740 2.095 -0.158
H 0.759 -2.270 -0.308
H 0.548 -2.991 -1.893
H -0.429 -3.578 -0.578
H -1.622 -1.459 -0.375
H -1.434 -1.584 -2.173
H 0.450 0.078 -2.239
H -0.222 0.023 0.769
H 1.686 -0.244 0.657
H -0.040 1.393 2.477
H 1.359 2.234 2.043
H 1.607 0.780 2.944
H -0.621 2.677 0.771
H -1.781 1.790 -0.122
H -0.407 2.766 -0.948

DFT (ωB97M-V/def2-TZVPD) results for C7H14 in the gas phase.

Computed properties:
* HOMO: -10.26 eV
* calculated total energy: -7485.622 eV
* energy relative to the best compared isomer or geometry (same formula, charge and spin): 0.672 eV
* total charge: 0
* gap between HOMO and LUMO: 11.4 eV

CARTESIAN COORDINATES (ANGSTROEM)
C -0.020 1.729 0.439
C -0.027 0.686 -0.674
C -1.087 -0.458 -0.529
C -2.356 -0.355 0.296
C 0.014 -1.340 0.073
C 1.063 -0.430 -0.585
C 2.393 -0.220 0.120
H 0.938 2.262 0.470
H -0.193 1.295 1.430
H -0.805 2.474 0.266
H -0.045 1.213 -1.636
H -1.335 -0.812 -1.540
H -2.160 0.066 1.288
H -3.152 0.226 -0.180
H -2.731 -1.374 0.450
H -0.003 -2.410 -0.159
H 0.029 -1.219 1.164
H 1.253 -0.793 -1.603
H 2.258 0.177 1.133
H 2.919 -1.180 0.209
H 3.046 0.465 -0.433

> HOMO of number 4 (C7H14)?

-10.26 eV

> Which value of energy relative to the best compared isomer or geometry (same formula, charge and spin) does entry 4 give?

0.672 eV